No. 1
{"formula": "C8H12ClO2", "method": "ωB97M-V/def2-TZVPD", "elements": ["C", "C", "C", "C", "C", "C", "C", "Cl", "C", "O", "O", "H", "H", "H", "H", "H", "H", "H", "H", "H", "H", "H", "H"], "coordinates": [[0.35, -1.90, -0.07], [-0.30, -0.57, -0.46], [-1.53, -0.47, -1.32], [-0.04, 0.50, 0.58], [0.54, 0.04, 1.91], [-1.14, 1.52, 0.70], [0.76, 0.47, -0.69], [-0.02, 1.89, -2.09], [2.28, 0.49, -0.89], [2.71, 1.10, -1.83], [2.77, -0.28, -0.03], [1.47, -1.74, 0.20], [0.27, -2.61, -0.92], [-0.18, -2.24, 0.75], [-1.96, 0.48, -1.78], [-2.32, -1.06, -0.76], [-1.36, -1.01, -2.24], [0.53, 0.91, 2.53], [1.54, -0.18, 1.89], [-0.15, -0.70, 2.26], [-1.66, 1.16, 1.64], [-1.90, 1.61, -0.15], [-0.67, 2.57, 0.79]], "e_above_lowest_kj_mol": 59.2, "mol_weight_g_mol": 175.64, "total_charge": -1, "spin_multiplicity": 1, "smiles": "CC1(C)C(C)(C)C1(Cl)C(=O)[O-]", "orbital_gap_ev": 8.2665, "homo_energy_ev": -4.77}

***

No. 2
{"formula": "C3H5NO2", "method": "ωB97M-V/def2-TZVPD", "elements": ["H", "N", "C", "O", "C", "C", "O", "H", "H", "H", "H"], "coordinates": [[2.98, 1.05, 0.52], [1.97, 1.14, 0.52], [1.55, -0.04, 0.56], [0.21, -0.19, 0.72], [-0.67, -0.77, -0.14], [-1.73, 0.27, -0.24], [-0.56, -1.85, -0.68], [2.14, -0.96, 0.60], [-1.97, 0.57, 0.80], [-1.18, 1.10, -0.69], [-2.58, -0.11, -0.79]], "e_above_lowest_kj_mol": 130.5, "mol_weight_g_mol": 87.08, "spin_multiplicity": 1, "smiles": "[H]/N=C/OC(C)=O", "orbital_gap_ev": 11.6313, "homo_energy_ev": -10.75}

***

No. 3
{"formula": "C25H37N3O5S", "method": "ωB97M-V/def2-TZVPD", "elements": ["C", "H", "O", "C", "C", "C", "C", "C", "C", "O", "C", "H", "H", "H", "H", "C", "N", "C", "C", "O", "C", "H", "H", "H", "C", "H", "H", "S", "O", "C", "C", "O", "N", "H", "C", "C", "H", "H", "C", "N", "C", "C", "C", "H", "H", "H", "C", "C", "C", "H", "H", "H", "C", "H", "H", "H", "H", "H", "H", "H", "H", "H", "H", "H", "H", "H", "H", "H", "H", "H", "H"], "coordinates": [[-3.51, 3.50, -2.44], [-3.53, 4.46, -1.91], [-3.65, 2.41, -1.56], [-2.70, 2.23, -0.61], [-1.60, 3.05, -0.40], [-0.66, 2.75, 0.57], [-0.81, 1.62, 1.35], [-1.93, 0.80, 1.18], [-2.87, 1.08, 0.21], [-3.96, 0.32, -0.06], [-4.15, -0.84, 0.72], [-3.29, -1.51, 0.67], [-5.02, -1.33, 0.29], [-4.35, -0.59, 1.76], [-2.01, -0.08, 1.80], [0.20, 1.18, 2.28], [0.09, 0.19, 3.12], [1.32, 0.06, 3.70], [2.16, 1.00, 3.17], [1.44, 1.72, 2.28], [3.60, 1.31, 3.39], [3.78, 1.56, 4.43], [4.20, 0.44, 3.13], [3.89, 2.15, 2.76], [1.62, -1.01, 4.66], [2.39, -0.72, 5.37], [0.72, -1.34, 5.19], [2.31, -2.51, 3.78], [3.15, -1.98, 2.69], [0.75, -3.12, 2.99], [0.16, -2.37, 1.80], [-1.04, -2.26, 1.67], [1.07, -1.97, 0.90], [2.05, -2.00, 1.16], [0.69, -1.25, -0.30], [1.74, -0.21, -0.67], [2.03, 0.37, 0.21], [2.64, -0.71, -1.04], [1.19, 0.75, -1.72], [0.70, 0.05, -2.89], [-0.42, 0.71, -3.52], [-1.03, -0.19, -4.60], [-2.25, 0.48, -5.24], [-2.68, -0.17, -5.99], [-3.00, 0.69, -4.48], [-1.96, 1.41, -5.72], [0.04, -0.53, -5.63], [1.25, -1.16, -4.95], [2.36, -1.47, -5.95], [2.00, -2.15, -6.72], [3.20, -1.94, -5.45], [2.70, -0.56, -6.43], [1.75, -0.22, -3.85], [2.59, -0.69, -3.33], [2.12, 0.71, -4.32], [0.92, -2.09, -4.47], [-0.37, -1.22, -6.38], [0.35, 0.38, -6.15], [-1.35, -1.11, -4.11], [-1.17, 0.92, -2.76], [-0.12, 1.67, -3.98], [0.36, 1.30, -1.27], [1.97, 1.49, -1.98], [0.56, -1.95, -1.13], [-0.27, -0.77, -0.11], [0.00, -3.19, 3.78], [1.00, -4.13, 2.66], [0.20, 3.39, 0.70], [-1.46, 3.93, -1.00], [-4.36, 3.44, -3.12], [-2.58, 3.43, -3.02]], "e_above_lowest_kj_mol": 85.7, "mol_weight_g_mol": 491.65, "spin_multiplicity": 1, "orbital_gap_ev": 8.2701, "homo_energy_ev": -7.67}

***

No. 4
{"formula": "C20H30N4O3", "method": "ωB97M-V/def2-TZVPD", "elements": ["C", "H", "H", "H", "C", "N", "C", "H", "H", "C", "H", "H", "C", "N", "C", "O", "C", "N", "C", "O", "C", "C", "C", "N", "C", "C", "C", "C", "C", "C", "H", "H", "O", "C", "H", "H", "H", "H", "H", "H", "H", "H", "H", "H", "H", "H", "H", "H", "C", "C", "H", "H", "H", "H", "H", "H", "H"], "coordinates": [[0.08, -1.59, 0.49], [1.09, -1.90, 0.92], [0.03, -0.45, 0.57], [0.25, -1.77, -0.69], [-1.12, -2.62, 0.75], [-2.47, -2.34, 0.26], [-3.03, -1.03, 0.44], [-2.30, -0.16, -0.35], [-3.94, -0.88, -0.36], [-3.18, -0.47, 1.70], [-2.34, -0.12, 2.27], [-3.94, -1.07, 2.11], [-3.89, 0.75, 1.61], [-3.10, 2.04, 1.09], [-2.00, 2.41, 1.47], [-1.70, 2.17, 2.85], [-1.15, 3.14, 0.68], [-0.62, 2.45, -0.35], [-1.19, 2.25, -1.59], [-2.49, 2.54, -1.56], [-0.62, 1.23, -2.59], [0.82, 1.55, -2.32], [1.38, 1.62, -0.98], [0.59, 2.07, 0.04], [2.69, 1.16, -0.87], [3.80, 0.75, -1.56], [4.94, 0.06, -1.13], [5.20, 0.15, 0.20], [4.07, 0.20, 1.26], [2.97, 0.70, 0.79], [2.16, 1.05, 1.38], [4.27, 0.03, 2.08], [6.42, -0.47, 0.55], [6.68, -0.90, 1.86], [6.61, 0.06, 2.50], [6.08, -1.34, 2.33], [7.75, -1.14, 1.71], [5.72, 0.07, -1.56], [3.55, 0.98, -2.58], [1.32, 0.78, -2.93], [1.26, 2.33, -2.79], [-1.13, 1.46, -3.25], [-0.90, 0.16, -2.16], [-1.88, 3.91, 0.19], [-0.47, 3.84, 1.10], [-3.15, 2.07, 0.06], [-3.97, 1.14, 2.80], [-4.75, 0.74, 1.26], [-2.40, -2.68, -1.25], [-3.93, -3.26, -1.46], [-4.09, -4.00, -0.81], [-3.73, -3.77, -2.53], [-4.36, -2.48, -1.66], [-1.63, -3.66, -1.11], [-2.02, -2.07, -1.77], [-0.85, -3.40, 1.02], [-1.33, -2.30, 1.89]], "e_above_lowest_kj_mol": 2537.4, "mol_weight_g_mol": 374.48, "spin_multiplicity": 1, "orbital_gap_ev": 7.2581, "homo_energy_ev": -7.97}

***

No. 5
{"formula": "C20H48B2BrN8O8P2", "method": "ωB97M-V/def2-TZVPD", "elements": ["C", "O", "B", "O", "O", "C", "O", "C", "C", "C", "Br", "N", "B", "O", "O", "C", "C", "C", "N", "H", "H", "H", "H", "H", "H", "H", "H", "H", "H", "H", "H", "O", "P", "N", "C", "C", "N", "C", "C", "N", "C", "C", "H", "H", "H", "H", "H", "H", "H", "H", "H", "H", "H", "H", "H", "H", "H", "H", "H", "H", "O", "P", "N", "C", "C", "N", "C", "C", "N", "C", "C", "H", "H", "H", "H", "H", "H", "H", "H", "H", "H", "H", "H", "H", "H", "H", "H", "H", "H"], "coordinates": [[5.06, 0.70, 5.57], [4.30, 0.53, 4.29], [2.91, 0.96, 4.69], [2.45, 2.24, 4.11], [2.20, 0.11, 5.66], [1.09, -0.64, 5.00], [1.05, -1.99, 4.93], [-0.13, 0.33, 4.39], [-0.65, 0.28, 2.84], [-1.84, 1.39, 2.44], [-2.54, 1.43, 0.56], [-2.34, 2.35, 3.48], [-3.41, 3.39, 3.05], [-4.72, 3.26, 3.75], [-3.19, 4.44, 2.04], [-1.90, 5.13, 2.20], [-1.92, 2.42, 4.93], [-0.76, 1.41, 5.49], [-0.32, 1.51, 6.94], [4.74, 1.70, 6.14], [4.77, -0.19, 6.27], [6.23, 0.66, 5.41], [3.19, 2.78, 3.71], [-0.20, -0.49, 2.08], [-5.21, 4.14, 3.76], [-1.99, 6.29, 2.40], [-1.32, 5.02, 1.16], [-1.20, 4.69, 3.03], [-2.39, 3.21, 5.69], [-1.12, 1.07, 7.48], [-0.32, 2.51, 7.28], [0.96, 1.17, -0.91], [1.91, 2.02, -1.78], [1.45, 1.27, -3.23], [1.81, -0.08, -3.64], [0.08, 1.56, -3.65], [3.33, 1.38, -1.07], [4.20, 0.38, -1.64], [3.27, 1.19, 0.38], [3.01, 3.01, -2.79], [3.33, 2.88, -4.20], [3.90, 3.93, -2.09], [1.54, -0.25, -4.69], [1.32, -0.84, -3.03], [2.88, -0.24, -3.63], [-0.05, 2.64, -3.75], [-0.65, 1.19, -2.92], [-0.17, 1.13, -4.62], [3.74, -0.61, -1.65], [5.14, 0.30, -1.07], [4.52, 0.66, -2.65], [2.79, 0.24, 0.65], [2.72, 2.01, 0.86], [4.28, 1.19, 0.83], [3.93, 1.98, -4.40], [3.91, 3.74, -4.56], [2.44, 2.87, -4.82], [4.91, 3.51, -2.02], [3.55, 4.14, -1.08], [3.97, 4.89, -2.61], [-1.91, -3.49, -4.28], [-1.85, -3.63, -2.74], [-2.68, -5.12, -2.73], [-4.09, -5.31, -2.99], [-1.91, -6.23, -3.30], [-2.85, -2.27, -2.47], [-4.25, -2.29, -2.11], [-2.59, -1.11, -3.34], [-1.79, -3.79, -0.97], [-2.43, -4.77, -0.10], [-1.23, -2.67, -0.21], [-4.39, -6.33, -2.73], [-4.35, -5.12, -4.04], [-4.71, -4.70, -2.35], [-0.96, -6.34, -2.77], [-1.69, -6.06, -4.36], [-2.43, -7.19, -3.21], [-4.88, -2.60, -2.95], [-4.59, -1.29, -1.80], [-4.44, -2.93, -1.25], [-3.10, -1.22, -4.30], [-1.52, -1.00, -3.52], [-2.93, -0.18, -2.87], [-3.51, -4.64, -0.07], [-2.07, -4.70, 0.93], [-2.20, -5.80, -0.41], [-2.03, -2.06, 0.22], [-0.61, -2.03, -0.85], [-0.58, -3.02, 0.60]], "mol_weight_g_mol": 692.13, "total_charge": 1, "spin_multiplicity": 1, "orbital_gap_ev": 4.1424, "homo_energy_ev": -9.41}

***

> What is the formula in the fourth record?

C20H30N4O3